Computed, not measured: a 8-piece molecular cluster, C19H49BrN6O9 overall in a non-equilibrium geometry, with the ωB97M-V functional and the def2-TZVPD basis.

Each line ends with the Löwdin charge.
Positions of all 84 atoms, in Å:
C 2.10985 2.34362 1.89916  0.03
C 2.37241 1.62635 0.60304  -0.31
O 1.54677 1.61615 -0.32794  0.13
N 3.67708 0.86249 0.46431  0.11
H 4.47816 1.32664 0.86795  0.18
H 3.65376 0.04579 1.05808  0.17
C 4.04973 0.46437 -0.95109  0.06
H 1.84333 1.54929 2.59638  0.09
H 1.31021 3.08435 1.89837  0.08
H 2.93564 2.96857 2.23917  0.11
H 3.15911 0.04827 -1.42197  0.08
H 4.74424 -0.37521 -0.92184  0.13
H 4.35114 1.37781 -1.46382  0.13
C -0.51623 -0.39773 0.89262  0.00
C 0.41727 -1.39240 0.15718  -0.35
O 1.51733 -1.71105 0.56139  0.09
N -0.08600 -1.77575 -1.22782  0.06
H -1.09271 -1.85157 -1.19818  -0.12
H 0.12446 -1.13072 -1.97597  0.09
C 0.43670 -3.17661 -1.67536  0.03
H -0.76240 0.50475 0.33313  0.05
H 0.09158 -0.07707 1.73871  0.06
H -1.34457 -0.98679 1.28627  0.10
H -0.14530 -3.29123 -2.58982  0.08
H 0.25087 -3.88885 -0.87144  0.09
H 1.51054 -3.14583 -1.85981  0.10
C -1.66261 5.18171 1.11416  0.06
C -1.52241 3.80254 1.71577  -0.36
O -1.59521 2.76909 1.12829  0.17
N -1.51791 3.79483 3.25807  0.09
H -0.64203 4.18434 3.57621  0.17
H -2.14381 4.46692 3.67835  0.18
C -1.75328 2.45094 3.88096  0.04
H -2.59135 5.58835 1.51438  0.12
H -1.87022 5.07553 0.04939  0.07
H -0.80182 5.79836 1.37277  0.11
H -0.76145 1.99929 3.86122  0.09
H -2.47837 1.92278 3.26178  0.12
H -2.05831 2.71263 4.89416  0.12
C -1.11406 5.71289 -2.77208  0.02
C -0.80519 4.41982 -3.38357  -0.34
O -0.85478 4.23815 -4.59777  0.19
N -0.30260 3.24460 -2.45768  0.10
H 0.39360 2.73230 -2.98013  0.09
H 0.11721 3.76965 -1.70389  0.14
C -1.41389 2.25757 -2.20059  0.00
H -1.79947 5.45090 -1.96606  0.07
H -1.75005 6.22029 -3.49743  0.12
H -0.22271 6.28427 -2.51296  0.12
H -2.29455 2.75195 -1.79054  0.10
H -1.02193 1.48762 -1.53603  0.05
H -1.62237 1.76289 -3.14923  0.12
C -0.48149 -4.90344 -5.35065  0.03
C -1.89195 -5.12163 -4.75569  -0.27
O -2.93512 -4.57636 -5.16160  0.17
N -1.89371 -6.09241 -3.51286  0.09
H -2.28868 -6.97309 -3.81037  0.18
H -0.94275 -6.35467 -3.29609  0.16
C -2.59254 -5.59336 -2.28320  0.02
H 0.27752 -4.65061 -4.61033  0.07
H -0.47990 -4.07133 -6.05470  0.11
H -0.08277 -5.75096 -5.90818  0.11
H -2.01260 -4.84002 -1.75005  0.07
H -2.64936 -6.44307 -1.60286  0.11
H -3.60490 -5.33853 -2.59672  0.12
C 0.74365 -2.62098 3.77379  0.01
C 0.24256 -1.73592 4.81608  -0.32
O -0.78334 -1.05357 4.71537  0.14
N 1.11592 -1.75488 6.15048  0.10
H 1.71677 -2.56078 6.24853  0.17
H 1.77021 -0.99288 6.04389  0.17
C 0.28633 -1.56940 7.42522  0.05
H 0.56403 -3.65323 4.07427  0.13
H 1.82166 -2.62158 3.61258  0.11
H 0.17653 -2.57495 2.84408  0.09
H -0.31798 -0.66679 7.33450  0.11
H 1.03401 -1.24511 8.14902  0.11
H -0.14236 -2.53760 7.68389  0.13
Br -3.23535 -1.41764 -1.62820  -0.34
O 2.65228 -0.15081 -3.99928  0.12
C 1.67131 0.68832 -3.74895  -0.88
O 1.68710 1.82497 -4.17119  0.03
O 0.68568 0.28599 -3.08635  -0.06
H 3.34584 0.36848 -4.41267  0.13

Forces on atoms 1 to 6 (eV/Å):
0.5811 0.0667 0.1999
-3.7202 1.1858 -3.3067
3.7236 -0.3632 3.2719
-0.0191 -0.1651 -0.3861
0.2841 1.0519 0.1847
-0.6034 -0.8816 0.1485

Results
Kohn-Sham gap: 5.14 eV
Charge: +4
Molecular weight: 585.54 u